Molecular formula: C36H54F6KN5O4S2Sb
Method: DFT, ωB97M-V/def2-TZVPD

For the highest occupied orbital energy (spin up / spin down), the calculation gives -0.156 / -0.135 hartree. As for the energy above the lowest of the compared OMol25 structures with the same formula, charge and spin: 271.0 kJ/mol. The calculation puts the molar mass at 959.84 g mol⁻¹. The maximum force comes out at 2.1 eV/A. The calculation puts the orbital gap (spin up / spin down) at 0.223 / 0.203 Eh. The value obtained for the energy is -114686.5329 eV.

Structure (ORCA input):
```
! wB97M-V def2-TZVPD RIJCOSX def2/J DEFGRID3
* xyz -1 1
H -3.095 -4.852 1.906
H -3.791 -3.298 2.368
C -1.448 -2.031 3.081
O 1.629 -1.689 1.322
F 5.051 -1.464 -1.352
H -1.472 -2.334 4.134
C 2.508 -1.740 -3.244
F 4.090 2.401 3.025
C 3.486 1.735 4.018
C -2.004 -5.549 -0.637
F 2.738 2.629 4.696
C 0.323 6.468 1.112
H 1.069 -4.084 -1.194
N -0.310 4.185 0.781
C 4.422 1.757 -0.819
H -3.702 1.772 2.867
H -2.219 4.628 3.249
H 6.239 1.148 -1.776
C 4.725 -2.057 -0.158
H -4.750 -0.410 0.261
C 2.779 2.698 -2.111
H 0.525 -3.775 2.352
C -3.845 -0.914 0.624
C -2.627 1.918 2.744
H -2.828 -1.771 -2.548
K 1.704 0.452 0.461
H -0.738 -3.165 -2.800
C -0.090 1.574 -2.818
H -2.595 -0.299 -1.614
H -2.346 -3.893 -2.729
H -0.910 5.944 -2.006
H -2.201 2.148 3.723
H 2.844 -1.122 -5.268
O 1.914 -0.289 4.600
H 0.532 -5.745 -1.402
C -2.930 -3.955 2.506
C -3.241 -1.172 -1.738
C -0.907 3.318 -1.453
C -4.451 -3.012 -0.588
C -0.455 -4.219 2.532
H 1.326 0.850 -5.062
F 5.846 -2.045 0.578
N 3.442 -0.389 2.508
H -0.498 -1.522 2.911
H -0.613 2.121 0.845
H -0.249 2.884 2.367
C -0.826 3.003 1.451
H -3.064 -5.311 -0.741
C 0.846 0.404 -3.022
O 3.077 -2.925 2.891
C -3.383 -1.938 -0.416
H -1.790 -6.397 -1.300
C 5.271 1.608 -1.907
H -1.644 2.616 -1.053
H 3.179 -2.586 -3.268
C -1.090 -4.385 -1.007
F 4.465 -3.347 -0.460
H -2.929 -4.264 3.558
H -4.273 -3.616 -1.479
C -2.764 4.393 2.333
C -2.323 3.048 1.768
H -3.827 4.367 2.580
C -1.605 -3.270 2.195
H -4.528 -3.690 0.262
H 0.630 4.863 2.509
N 3.208 2.296 -0.910
F 4.434 1.289 4.849
H 0.630 -5.031 0.210
C 1.479 0.174 -4.232
H -2.192 0.968 2.429
H 1.462 4.192 -1.454
C -0.675 4.468 -0.536
C 2.322 -0.922 -4.342
C 3.564 2.589 -3.248
H 1.258 3.785 -3.160
C -0.632 5.764 -0.973
H -4.226 -0.810 -2.060
O 1.385 1.093 2.657
N 0.291 2.511 -1.764
H 1.908 -2.054 -1.187
H -0.169 7.833 -0.524
C 1.816 -1.442 -2.078
H 5.458 1.927 -4.017
C 4.830 2.036 -3.143
H -3.091 -0.141 0.792
C -1.295 -4.052 -2.485
H -0.215 2.108 -3.778
C -0.189 6.817 -0.166
H -2.259 -1.316 2.932
H -0.942 -4.891 -3.095
H -1.840 -5.894 0.384
Sb -1.347 -2.538 0.146
H 0.794 7.200 1.754
H -0.506 -4.454 3.601
H -1.343 3.738 -2.376
C 0.365 -4.827 -0.825
S 3.016 -1.892 1.853
H 4.727 1.441 0.172
H -4.083 -1.352 1.592
N 0.989 -0.404 -1.973
S 2.409 0.360 3.415
H -2.596 5.210 1.629
H -5.431 -2.534 -0.716
C 1.417 3.358 -2.153
H -1.066 1.164 -2.546
H 3.181 2.926 -4.203
H -2.877 2.874 0.836
C 0.253 5.189 1.551
H -0.523 -5.165 1.993
*
```

Atom charges from the Mulliken analysis, given in e for atoms 1 to 5: 0.2252, 0.2767, -1.8219, -0.4719, -0.1605